Record 1
Density functional theory data (ωB97M-V/def2-TZVPD) for C4H6N2O as an isolated structure at a distorted geometry.

Geometry as XYZ:
```
13
Properties=species:S:1:pos:R:3:forces:R:3
O 1.4482 2.0872 0.7275 -0.3947 -0.5791 -0.1208
C 0.8042 1.1726 0.2859 0.7005 -0.3446 -0.3799
N 1.3663 -0.0362 -0.4174 0.4600 0.3565 0.6888
C 0.4207 -1.0963 -0.0517 0.2741 -0.0485 0.1792
C -0.7022 -0.2663 -0.6008 0.6304 0.0084 -0.3798
C -1.7490 0.2534 0.3501 0.0330 -0.0118 -0.1631
N -0.5581 1.0491 0.0216 0.4575 0.1735 -0.0065
H 2.3419 -0.2686 -0.5548 0.1249 0.6435 0.6715
H 0.4928 -1.2990 1.0218 -0.3915 -0.0899 0.0034
H 0.4976 -2.0146 -0.6411 0.3992 0.2046 0.1316
H 0.2407 -0.0220 -1.5301 -3.0552 -0.4251 -0.1172
H -2.7209 0.5576 -0.0499 0.5501 0.5496 0.0680
H -1.8247 -0.0605 1.4003 0.2116 -0.4371 -0.5751
```
Positions in Å, forces in eV/Å.

The charge is 0. As for the maximum force: 3.087 eV/Å. The calculation puts the HOMO-LUMO gap at 9.997 eV. The relative energy (zero: lowest compared OMol25 entry of this formula, charge and spin) is 5.354 eV. As for the HOMO energy: -9.089 eV.

Okay, here come the Löwdin numbers, in e, for every atom: O 0.087; C -0.462; N 0.005; C -0.199; C -0.252; C -0.025; N 0.022; H 0.138; H 0.124; H 0.122; H 0.226; H 0.101; H 0.114

---

Record 2
Density functional theory data (ωB97M-V/def2-TZVPD) for one molecule with the formula C4H6N2O.

Geometry as XYZ:
```
13
Properties=species:S:1:pos:R:3:forces:R:3
C 1.7581 -0.8521 -0.9730 0.0911 -0.1604 -0.1958
O 1.3821 0.0129 0.0851 -0.0856 0.0449 0.1008
C 0.0555 0.2219 0.1804 -0.2105 0.0123 0.0395
C -1.0314 -0.0340 -0.6105 0.1677 -0.0953 -0.1630
N -2.1818 0.3660 0.0422 0.1321 0.1189 0.2419
C -1.7909 0.8514 1.1871 -0.1238 0.0215 -0.0202
N -0.4292 0.7923 1.3267 0.0528 -0.0371 -0.0518
H 1.7250 -0.3338 -1.9390 -0.0265 -0.0469 0.1434
H 1.0946 -1.7244 -1.0069 0.1148 0.0967 0.0101
H 2.7794 -1.1728 -0.7625 -0.1385 0.0664 -0.0738
H -1.0628 -0.4711 -1.5992 0.0323 0.0581 0.1851
H -2.4308 1.2535 1.9614 0.0966 -0.0340 -0.1295
H 0.1322 1.0904 2.1082 -0.1025 -0.0452 -0.0869
```
Positions in Å, forces in eV/Å.

As for the SMILES: COc1cnc[nH]1. The charge is 0. As for the maximum force: 0.300 eV/Å. The calculation puts the HOMO-LUMO gap at 9.094 eV. The relative energy (zero: lowest compared OMol25 entry of this formula, charge and spin) is 1.153 eV. As for the HOMO energy: -8.228 eV.

Okay, here come the Löwdin numbers, in e, for every atom: C -0.075; O -0.063; C -0.359; C -0.110; N 0.043; C -0.216; N 0.123; H 0.098; H 0.095; H 0.092; H 0.102; H 0.113; H 0.157

---

Record 3
Density functional theory data (ωB97M-V/def2-TZVPD) for a 2-piece molecular cluster, C4H6N2O overall at a distorted geometry.

Geometry as XYZ:
```
13
Properties=species:S:1:pos:R:3:forces:R:3
C -1.1578 0.1152 0.1820 -0.6135 -0.1410 1.6484
C -1.2831 -2.1658 -0.8525 2.2484 -3.2824 2.9843
C -1.0064 -1.0405 -0.2975 0.3032 -0.6970 0.2537
C 1.3200 1.1000 -0.3075 1.0966 6.7161 -0.3123
N -1.5573 1.0855 0.7706 -0.8553 3.3996 2.4906
N 1.3129 -0.0865 -0.4546 -0.2247 -3.8503 -0.0028
O 2.0387 1.9685 0.5489 -1.2960 0.2877 -2.3512
H -0.9738 -3.2407 -0.4918 -0.4240 2.3181 -0.4214
H -1.8471 -2.1570 -1.6656 -2.3360 -0.2172 -3.7905
H -1.4959 1.4674 1.8058 0.4520 -1.8017 -2.9140
H 0.8241 1.8355 -1.0094 0.5526 -1.1260 0.4560
H 1.6019 -0.6335 0.3415 0.7512 -0.3068 0.0604
H 2.2237 1.7519 1.4301 0.3455 -1.2991 1.8989
```
Positions in Å, forces in eV/Å.

As for the SMILES: [H]/N=C\O.C=C=C=N. The charge is 0. As for the maximum force: 6.812 eV/Å. The calculation puts the HOMO-LUMO gap at 8.677 eV. The relative energy (zero: lowest compared OMol25 entry of this formula, charge and spin) is 5.711 eV. As for the HOMO energy: -8.156 eV.

Okay, here come the Löwdin numbers, in e, for every atom: C -0.288; C 0.012; C -0.147; C -0.374; N 0.128; N 0.120; O 0.014; H 0.104; H 0.002; H 0.137; H 0.146; H 0.090; H 0.055

---

Record 4
Density functional theory data (ωB97M-V/def2-TZVPD) for one molecule with the formula C4H6N2O at a distorted geometry.

Geometry as XYZ:
```
13
Properties=species:S:1:pos:R:3:forces:R:3
C 0.4407 -0.4659 -0.6864 -1.0893 0.5082 -4.3928
C 0.8044 -1.5998 1.1245 -0.8795 2.7858 -0.7485
C -0.1791 0.1639 0.3428 0.9630 1.5609 -1.8742
C -0.9157 1.4608 0.2158 -2.8384 1.4695 0.9187
N 0.1534 -0.4609 1.4421 0.2889 -2.9759 3.0765
N 1.0474 -1.5984 -0.2243 -1.8285 2.5190 2.4392
O -1.0876 1.9241 -1.1224 -1.4474 0.0247 0.7474
H 0.2645 -0.2366 -1.8201 0.8067 -0.8223 2.3458
H 1.0535 -2.3461 1.8223 0.5405 -0.6979 0.4490
H -2.0326 1.3865 0.6239 2.2751 -0.2886 -0.7403
H -0.5548 2.3699 0.7634 0.4680 -1.2776 0.1107
H 1.3929 -2.2682 -0.7996 1.3059 -2.3897 -1.5988
H -0.3871 1.6708 -1.6819 1.4351 -0.4161 -0.7326
```
Positions in Å, forces in eV/Å.

As for the SMILES: OCc1c[nH]cn1. The charge is 0. As for the maximum force: 4.554 eV/Å. The calculation puts the HOMO-LUMO gap at 9.597 eV. The relative energy (zero: lowest compared OMol25 entry of this formula, charge and spin) is 1.766 eV. As for the HOMO energy: -8.828 eV.

Okay, here come the Löwdin numbers, in e, for every atom: C -0.088; C -0.130; C -0.344; C -0.195; N 0.092; N 0.076; O -0.077; H 0.152; H 0.101; H 0.155; H 0.123; H 0.106; H 0.030

---

Record 5
Density functional theory data (ωB97M-V/def2-TZVPD) for one molecule with the formula C4H6N2O.

Geometry as XYZ:
```
13
Properties=species:S:1:pos:R:3:forces:R:3
C -2.1204 -0.4439 -0.0590 -0.0514 0.0791 -0.0291
C -0.7300 0.1052 -0.0291 -0.1385 0.1391 0.0608
N -0.3554 1.2860 0.3541 -0.0988 -0.2783 0.0925
C 1.0367 1.2447 0.3974 0.2277 0.0184 0.0903
C 1.4704 0.0073 0.0493 -0.2689 0.3326 -0.0608
O 2.6830 -0.5907 -0.0010 0.0913 0.1581 -0.1393
N 0.3465 -0.7475 -0.2406 0.0482 0.2375 -0.1227
H -2.8280 0.2878 -0.4499 0.0721 -0.0530 0.0349
H -2.4171 -0.6973 0.9652 -0.0195 0.0441 -0.1529
H -2.1842 -1.3662 -0.6471 0.0561 0.2160 0.0221
H 1.6234 2.1062 0.6839 -0.0742 -0.1237 0.0762
H 3.3395 0.0382 0.3246 -0.0614 -0.1256 -0.1049
H 0.3092 -1.2704 -1.1024 0.2171 -0.6444 0.2330
```
Positions in Å, forces in eV/Å.

As for the SMILES: Cc1ncc(O)[nH]1. The charge is 0. As for the maximum force: 0.719 eV/Å. The calculation puts the HOMO-LUMO gap at 8.854 eV. The relative energy (zero: lowest compared OMol25 entry of this formula, charge and spin) is 0.855 eV. As for the HOMO energy: -8.147 eV.

Okay, here come the Löwdin numbers, in e, for every atom: C -0.024; C -0.417; N 0.094; C -0.097; C -0.379; O 0.074; N 0.142; H 0.077; H 0.082; H 0.073; H 0.100; H 0.116; H 0.158

---

Record 6
Density functional theory data (ωB97M-V/def2-TZVPD) for one molecule with the formula C4H6N2O at a distorted geometry.

Geometry as XYZ:
```
13
Properties=species:S:1:pos:R:3:forces:R:3
N 1.3583 1.0483 -0.1868 -0.2398 0.1706 -0.2413
C 0.3152 1.6272 -0.6041 0.2241 0.0194 0.0976
O -0.9034 1.0649 -0.6184 0.0168 0.0838 0.0560
C -1.0292 -0.3407 -0.4139 -0.0593 -0.2234 -0.0526
C -0.4519 -0.8878 0.9142 -0.0373 0.0130 0.0551
C 0.5405 -1.9368 0.6636 0.6367 -0.7200 -0.1625
N 1.2857 -2.7894 0.4289 -0.7195 0.8247 0.2586
H 2.1571 1.6752 -0.2430 -0.0536 -0.1010 -0.0792
H 0.2390 2.6470 -0.9920 0.0372 -0.0885 0.1411
H -0.5814 -0.8631 -1.2647 0.0182 0.0976 0.1203
H -2.1085 -0.4998 -0.4377 0.1645 -0.0284 -0.0303
H 0.0263 -0.0890 1.4822 -0.0858 -0.1043 -0.0620
H -1.2488 -1.3140 1.5320 0.0977 0.0564 -0.1008
```
Positions in Å, forces in eV/Å.

As for the SMILES: [H]/N=C/OCCC#N. The charge is 0. As for the maximum force: 1.125 eV/Å. The calculation puts the HOMO-LUMO gap at 11.437 eV. The relative energy (zero: lowest compared OMol25 entry of this formula, charge and spin) is 1.530 eV. As for the HOMO energy: -10.694 eV.

Okay, here come the Löwdin numbers, in e, for every atom: N 0.129; C -0.304; O -0.069; C -0.169; C -0.160; C -0.242; N 0.140; H 0.062; H 0.135; H 0.129; H 0.125; H 0.108; H 0.117

---

Record 7
Density functional theory data (ωB97M-V/def2-TZVPD) for C4H6N2O as an isolated structure.

Geometry as XYZ:
```
13
Properties=species:S:1:pos:R:3:forces:R:3
N -0.0832 0.4780 1.4343 0.0910 -0.0404 0.0884
C 1.0382 -0.1107 0.8152 0.5340 0.2640 0.1144
O 1.3272 0.3044 -0.4345 -0.0064 -0.0807 0.0758
C 0.1442 0.7128 -1.1389 -0.1008 0.1386 -0.1055
C -1.0306 -0.2268 -0.7292 -0.0288 -0.0704 -0.0105
C -0.5264 -0.7525 0.5884 -0.1647 -0.5315 -0.1758
N 0.1076 -1.8211 0.8344 -0.2928 0.3511 -0.0518
H -0.0912 0.1708 2.4047 0.0020 0.0334 -0.0926
H 1.9198 -0.4463 1.3502 -0.1585 0.0211 -0.0516
H 0.3946 0.6581 -2.1988 -0.0630 0.0080 0.1478
H -0.0893 1.7424 -0.8593 0.0157 -0.1362 -0.0383
H -1.9543 0.3516 -0.6444 0.1397 -0.0790 0.0091
H -1.1565 -1.0606 -1.4221 0.0324 0.1219 0.0904
```
Positions in Å, forces in eV/Å.

The charge is 0. As for the maximum force: 0.607 eV/Å. The calculation puts the HOMO-LUMO gap at 8.933 eV. The relative energy (zero: lowest compared OMol25 entry of this formula, charge and spin) is 4.764 eV. As for the HOMO energy: -8.036 eV.

Okay, here come the Löwdin numbers, in e, for every atom: N 0.109; C -0.274; O -0.038; C -0.137; C -0.088; C -0.476; N 0.160; H 0.110; H 0.158; H 0.126; H 0.121; H 0.115; H 0.114

---

Record 8
Density functional theory data (ωB97M-V/def2-TZVPD) for one molecule with the formula C4H6N2O at a distorted geometry.

Geometry as XYZ:
```
13
Properties=species:S:1:pos:R:3:forces:R:3
N 1.6863 1.0145 0.5447 0.2063 -0.0150 -0.0752
C 0.7679 0.0799 0.1462 0.2539 -0.1944 0.1019
C 0.3601 -0.2706 -1.1786 0.1273 -0.0349 -0.0882
C -0.7689 -1.0485 -1.0341 0.0082 0.1698 -0.1161
C -1.1400 -1.0983 0.3541 0.1188 0.1426 -0.1670
O -2.0321 0.0077 0.6426 -0.9620 -0.5847 -0.2186
N 0.0806 -0.6599 1.0019 0.0358 0.6917 -0.1004
H 1.7201 1.7994 -0.0928 0.3165 -0.1681 0.0055
H 1.5365 1.3275 1.4960 0.1211 -0.0050 -0.1340
H 0.8437 0.0640 -2.0871 0.0603 -0.1728 0.1294
H -1.3776 -1.4523 -1.8393 -0.0398 0.4501 0.1815
H -1.7408 0.7443 0.0497 -0.1702 -0.5800 0.5202
H 0.0641 -0.5077 1.9967 -0.0761 0.3006 -0.0390
```
Positions in Å, forces in eV/Å.

As for the SMILES: Nc1ccc(O)[nH]1. The charge is 0. As for the maximum force: 1.147 eV/Å. The calculation puts the HOMO-LUMO gap (spin up / spin down) at 7.436 / 7.440 eV. The relative energy (zero: lowest compared OMol25 entry of this formula, charge and spin) is 3.717 eV. As for the HOMO energy (spin up / spin down): -7.119 / -7.122 eV.

Okay, here come the Löwdin numbers, in e, for every atom: N 0.141; C -0.378; C -0.034; C -0.058; C -0.341; O -0.081; N 0.100; H 0.107; H 0.103; H 0.098; H 0.108; H 0.087; H 0.148

---

Record 9
Density functional theory data (ωB97M-V/def2-TZVPD) for one molecule with the formula C4H6N2O.

Geometry as XYZ:
```
13
Properties=species:S:1:pos:R:3:forces:R:3
C -0.5027 -1.5380 0.8964 -0.0214 -0.0333 0.1344
C 0.5639 -0.8660 -1.1625 -0.2602 0.4725 -0.1252
C 0.5845 0.3335 -1.8046 -0.0637 -0.1259 -0.2240
N 0.2880 1.3922 -0.9172 0.1096 -0.0691 0.1976
C 0.0859 0.8628 0.2868 0.1434 -0.0922 -0.3757
O -0.0979 1.6867 1.3383 -0.2487 -0.3172 0.0193
N 0.2000 -0.4666 0.1809 -0.0736 0.0119 -0.0691
H -1.3153 -1.1833 1.5417 0.3499 0.1248 -0.0071
H 0.1746 -2.2190 1.4233 -0.0401 0.3941 0.0414
H -0.9260 -2.0912 0.0613 -0.2127 -0.2514 0.3601
H 0.6047 0.5028 -2.8709 0.3053 0.2110 0.1627
H 0.3240 2.3832 -1.1032 0.0159 -0.1266 0.1359
H 0.0228 1.2497 2.1905 -0.0038 -0.1986 -0.2502
```
Positions in Å, forces in eV/Å.

The charge is 0. As for the maximum force: 0.554 eV/Å. The calculation puts the HOMO-LUMO gap at 7.944 eV. The relative energy (zero: lowest compared OMol25 entry of this formula, charge and spin) is 3.261 eV. As for the HOMO energy: -7.659 eV.

Okay, here come the Löwdin numbers, in e, for every atom: C -0.049; C -0.094; C -0.184; N 0.112; C -0.387; O 0.123; N -0.117; H 0.087; H 0.085; H 0.066; H 0.075; H 0.158; H 0.126

---

Record 10
Density functional theory data (ωB97M-V/def2-TZVPD) for one molecule with the formula C4H6N2O.

Geometry as XYZ:
```
13
Properties=species:S:1:pos:R:3:forces:R:3
N 1.4138 -0.5143 1.2857 0.0087 -0.2868 0.0032
C 0.3280 -0.3133 0.3852 -0.0741 0.2066 -0.1515
C 0.2122 0.8770 -0.2771 -0.1575 -0.2674 0.0709
O 0.9868 1.9755 -0.1382 0.0735 -0.0341 0.0922
N -0.8770 0.8402 -1.0880 0.0234 0.1178 0.0856
C -1.5077 -0.3816 -0.9182 -0.0762 -0.0516 0.1323
C -0.7829 -1.1169 -0.0144 -0.0850 0.0418 -0.0292
H 2.2175 -0.8863 0.7901 -0.0115 -0.0434 0.1221
H 1.1769 -1.1725 2.0188 0.0330 0.1440 -0.0003
H 1.4757 1.7883 0.6838 0.0798 0.2071 -0.2204
H -1.1379 1.5780 -1.7231 -0.0514 -0.1662 0.1697
H -2.4656 -0.5764 -1.3744 0.2007 -0.0462 -0.1077
H -1.0398 -2.0978 0.3698 0.0367 0.1784 -0.1667
```
Positions in Å, forces in eV/Å.

As for the SMILES: Nc1cc[nH]c1O. The charge is 0. As for the maximum force: 0.318 eV/Å. The calculation puts the HOMO-LUMO gap at 8.418 eV. The relative energy (zero: lowest compared OMol25 entry of this formula, charge and spin) is 0.941 eV. As for the HOMO energy: -7.452 eV.

Okay, here come the Löwdin numbers, in e, for every atom: N 0.063; C -0.298; C -0.360; O 0.075; N 0.086; C -0.136; C -0.051; H 0.083; H 0.076; H 0.106; H 0.157; H 0.101; H 0.097